# C11H44Ba2NO11

A molecular structure, C11H44Ba2NO11 in a non-equilibrium geometry (ωB97M-V/def2-TZVPD, the Open Molecules 2025 dataset).

Structure (XYZ):
```
69
Properties=species:S:1:pos:R:3:forces:R:3
N -3.102 1.535 -3.207 1.0 -0.9 0.5
H -2.361 2.162 -3.536 -0.8 0.2 0.3
H -2.663 0.991 -2.425 -0.1 0.3 0.1
H -3.250 0.824 -3.928 -0.8 0.2 0.0
H -3.962 2.017 -2.918 0.0 0.0 -0.2
Ba 0.146 0.427 -4.835 0.7 -2.2 1.6
Ba 0.647 3.042 -1.879 1.5 -0.3 3.7
O 0.957 1.471 0.431 -0.4 0.7 -1.8
C 0.619 0.142 0.181 0.2 0.1 -0.1
C -0.542 -0.080 -0.778 -0.8 -0.1 -0.2
O -0.424 0.401 -2.155 0.4 1.7 -2.1
H 0.253 -0.360 1.093 0.1 -0.1 0.1
H 1.496 -0.450 -0.134 0.0 -0.1 -0.1
H -1.436 0.372 -0.322 0.0 0.2 -0.1
H -0.799 -1.143 -0.856 0.3 -0.1 0.2
C 4.639 1.879 -1.351 1.6 -0.2 -0.2
O 3.314 2.273 -1.024 -0.8 -0.4 -0.5
H 5.111 1.256 -0.589 -0.4 0.1 0.3
H 4.759 1.301 -2.276 -0.6 0.1 -0.1
H 5.288 2.749 -1.454 -0.3 0.2 0.1
H 2.946 1.630 -0.392 -0.2 0.3 0.2
C -1.392 -3.841 -0.065 -0.3 -0.4 0.5
O -0.547 -4.959 -0.276 0.3 0.4 0.0
H -0.847 -3.035 0.440 0.2 0.1 -0.4
H -1.845 -3.529 -1.009 -0.1 0.3 0.1
H -2.177 -4.070 0.663 -0.2 -0.2 -0.3
H -0.733 -5.341 -1.137 -0.1 -0.2 0.1
C 2.901 -0.129 3.136 -0.2 0.2 0.3
O 2.066 1.025 3.207 0.2 -0.2 -0.3
H 3.536 -0.143 4.019 0.0 0.0 0.0
H 2.287 -1.037 3.152 0.2 -0.1 -0.1
H 3.545 -0.112 2.251 0.0 -0.1 0.0
H 1.637 1.083 2.344 -0.1 0.3 0.0
C -1.792 3.913 2.047 -0.1 -0.5 0.2
O -2.426 4.673 1.021 0.3 0.0 -0.4
H -1.044 3.263 1.590 0.1 0.0 -0.1
H -1.298 4.537 2.790 -0.1 0.0 0.0
H -2.503 3.244 2.536 -0.1 0.2 0.1
H -2.540 5.578 1.323 -0.1 0.0 0.1
C 2.385 -3.708 1.163 0.9 -0.2 0.3
O 2.119 -3.223 -0.160 -0.3 0.3 0.3
H 1.846 -3.141 1.927 -0.2 -0.1 -0.1
H 2.200 -4.780 1.248 -0.3 0.1 0.0
H 3.447 -3.582 1.382 0.0 0.2 -0.2
H 1.159 -3.203 -0.169 -0.1 -0.2 -0.4
C -1.458 -1.273 3.291 -0.4 0.5 -0.1
O -1.553 0.154 3.245 -0.1 -0.1 0.0
H -2.228 -1.723 2.655 0.2 -0.1 -0.1
H -0.451 -1.589 3.007 0.0 -0.3 0.1
H -1.686 -1.582 4.308 0.2 0.0 0.1
H -1.157 0.452 2.424 0.1 0.1 0.0
C 1.234 5.328 1.432 -0.3 1.3 -0.2
O 1.289 4.274 0.469 -0.3 -0.7 -0.9
H 1.442 4.973 2.435 0.0 -0.1 0.0
H 1.927 6.125 1.156 0.5 -0.5 0.0
H 0.280 5.863 1.372 -0.2 -0.5 0.3
H 1.136 3.409 0.887 0.2 0.0 0.4
C -4.095 -1.603 -1.381 -0.9 0.0 0.0
O -4.515 -1.216 -0.092 0.7 0.2 0.1
H -4.642 -1.003 -2.124 0.3 -0.1 -0.3
H -3.011 -1.488 -1.483 0.0 0.2 0.1
H -4.333 -2.653 -1.576 0.0 0.0 -0.1
H -5.393 -0.830 -0.123 -0.1 -0.2 0.1
C 1.022 -3.257 -3.679 -0.5 -0.4 -0.1
O 0.863 -1.823 -3.502 -0.3 0.8 -0.6
H 0.243 -3.770 -3.117 0.1 0.0 0.2
H 0.829 -3.484 -4.726 0.3 0.1 0.0
H 2.004 -3.592 -3.361 0.0 0.1 0.0
H 0.632 -1.615 -2.586 0.2 -0.1 0.1
```
Positions in Å, forces in eV/Å.

The value obtained for the lowest unoccupied orbital energy is -11.89 eV. For the calculated total energy, the calculation gives -1377.74135 Ha. For the HOMO energy, the calculation gives -0.56384 hartree. The value obtained for the largest force on an atom is 4.0 eV Å⁻¹. Its charge is +3.

# C11H44F2NO15S2

12 unconnected molecules or ions with the total composition C11H44F2NO15S2 in a non-equilibrium geometry (ωB97M-V/def2-TZVPD, the Open Molecules 2025 dataset).

Structure (XYZ):
```
75
Properties=species:S:1:pos:R:3:forces:R:3
N -0.998 -0.524 0.052 3.2 1.5 2.5
S 0.174 -1.411 -0.543 0.3 -3.7 -3.6
O 0.572 -2.522 0.245 0.0 0.4 0.4
O 1.185 -0.746 -1.313 -0.2 0.5 0.3
F -0.713 -2.088 -1.691 -0.1 0.4 0.2
S -0.002 0.120 1.322 -1.4 2.0 1.9
O 0.985 1.058 0.901 -0.1 -0.4 -0.7
O 0.319 -0.752 2.398 -0.2 -0.5 -0.6
F -1.103 1.054 1.978 -0.4 -0.1 -0.6
C 0.748 0.400 6.170 -0.2 -0.4 -0.9
O -0.298 1.273 6.527 0.2 0.4 0.3
H 1.717 0.888 6.259 -0.1 0.2 0.3
H 0.758 -0.529 6.752 0.0 0.1 0.1
H 0.655 0.120 5.113 0.1 -0.1 0.0
H -1.139 0.891 6.241 0.1 -0.2 0.3
C -0.456 2.453 -1.940 0.7 -1.3 1.0
O -1.367 1.400 -2.237 -0.4 0.2 -0.4
H 0.559 2.043 -2.014 0.1 0.4 -0.4
H -0.598 3.309 -2.588 -0.2 -0.1 -0.1
H -0.520 2.703 -0.875 -0.3 0.5 -0.2
H -1.289 0.728 -1.546 0.1 0.3 0.0
C -3.234 -3.252 0.010 0.1 0.0 -0.2
O -2.613 -2.596 1.094 -0.3 0.0 0.4
H -2.499 -3.893 -0.487 -0.1 0.0 -0.3
H -4.055 -3.888 0.347 0.1 0.0 0.4
H -3.687 -2.543 -0.688 0.2 0.0 -0.1
H -2.072 -1.861 0.753 -0.3 -0.6 0.2
C 0.814 -0.215 -4.679 0.9 -0.1 -0.4
O 1.019 -1.350 -5.537 -0.2 0.1 0.0
H 1.297 0.666 -5.117 -0.3 0.1 -0.1
H -0.254 -0.055 -4.577 0.0 0.0 0.2
H 1.331 -0.383 -3.734 -0.6 0.0 0.3
H 1.935 -1.619 -5.433 0.0 0.0 -0.1
C 2.717 4.016 0.110 -0.1 -0.3 -0.5
O 3.776 3.761 -0.792 0.4 0.2 0.1
H 2.835 5.020 0.516 0.2 -0.1 0.2
H 1.751 4.001 -0.408 0.0 -0.1 0.1
H 2.693 3.257 0.894 -0.1 0.2 0.2
H 3.772 2.809 -0.999 -0.4 0.3 0.1
C -3.978 1.028 0.702 1.1 -0.4 0.4
O -3.643 0.046 -0.267 -0.6 0.0 -0.2
H -3.909 0.592 1.707 -0.1 0.1 0.0
H -3.214 1.809 0.630 -0.4 0.4 0.2
H -4.982 1.429 0.599 0.0 -0.1 -0.5
H -2.707 -0.183 -0.123 -0.7 0.2 -0.1
C 1.211 -4.105 -3.061 0.2 -0.9 -0.9
O 2.166 -3.773 -2.071 -0.3 0.0 0.0
H 1.583 -4.934 -3.685 0.1 0.1 -0.1
H 0.297 -4.522 -2.643 0.0 0.5 0.5
H 0.973 -3.281 -3.736 -0.1 0.1 0.2
H 2.908 -3.374 -2.532 0.1 0.1 0.1
C 3.979 0.589 -2.432 -0.2 -0.3 0.3
O 3.115 1.247 -1.519 0.2 -0.1 -0.4
H 4.242 -0.395 -2.032 0.1 0.0 -0.2
H 3.499 0.471 -3.408 0.1 0.0 -0.1
H 4.897 1.161 -2.559 -0.1 0.2 0.1
H 2.333 0.681 -1.416 0.1 0.1 0.3
C -2.380 -0.292 4.500 -1.0 -0.9 0.0
O -2.631 -0.251 5.918 0.2 0.1 -0.3
H -3.338 -0.187 3.982 0.2 0.4 -0.2
H -1.681 0.484 4.221 0.0 0.0 0.1
H -2.026 -1.280 4.199 0.5 0.2 0.0
H -3.082 -1.068 6.141 0.0 0.0 0.2
C -3.664 -0.895 -4.218 -0.3 0.6 0.0
O -3.659 0.473 -3.819 0.0 -0.5 0.0
H -4.583 -1.396 -3.898 0.1 0.0 0.2
H -3.663 -0.923 -5.310 0.3 -0.2 0.0
H -2.796 -1.406 -3.800 0.0 -0.3 -0.2
H -3.003 0.549 -3.115 -0.1 0.5 0.0
C 3.529 1.835 3.655 0.0 -0.5 -0.3
O 4.539 0.825 3.712 -0.1 0.0 0.1
H 3.820 2.613 2.946 0.0 0.3 0.3
H 2.627 1.376 3.251 0.0 -0.1 0.1
H 3.300 2.207 4.654 0.0 0.3 -0.1
H 5.206 1.106 4.342 0.0 0.0 -0.1
```
Positions in Å, forces in eV/Å.

The value obtained for the lowest unoccupied orbital energy is 2.35 eV. For the calculated total energy, the calculation gives -2624.84233 Ha. For the HOMO energy, the calculation gives -0.27027 hartree. The value obtained for the largest force on an atom is 5.2 eV Å⁻¹. Its charge is -1.

# C11H44O11

11 unconnected molecules or ions with the total composition C11H44O11 in a non-equilibrium geometry (ωB97M-V/def2-TZVPD, the Open Molecules 2025 dataset).

Structure (XYZ):
```
66
Properties=species:S:1:pos:R:3:forces:R:3
C 25.925 -6.546 -0.045 0.5 0.2 0.7
O 26.869 -6.880 -1.027 0.4 -0.4 -1.5
H 25.329 -7.433 0.171 0.0 0.3 0.1
H 26.556 -6.275 0.801 -0.8 0.2 0.7
H 25.298 -5.702 -0.331 -0.1 -0.1 0.1
H 27.066 -6.088 -1.533 0.1 -0.1 -0.1
C 23.006 -6.234 2.378 1.3 -1.4 0.3
O 22.868 -7.369 3.221 -1.5 0.2 1.0
H 24.055 -5.972 2.515 -0.2 1.1 -0.4
H 22.873 -6.505 1.330 -0.3 0.2 -0.2
H 22.289 -5.470 2.679 0.2 -0.1 0.0
H 23.341 -8.157 2.943 0.2 0.2 -0.6
C 27.137 -7.627 3.361 0.0 0.0 0.1
O 27.872 -8.487 4.201 0.5 -0.9 -0.4
H 26.257 -8.179 3.030 -0.2 0.3 0.0
H 26.881 -6.755 3.963 -0.3 0.3 -0.5
H 27.731 -7.368 2.484 -0.1 0.3 -0.1
H 28.805 -8.294 4.078 0.4 0.1 0.3
C 24.323 -9.636 0.693 -0.5 -0.1 -1.0
O 24.039 -9.533 2.070 0.5 -0.8 -0.1
H 25.388 -9.615 0.458 0.1 0.5 0.1
H 23.980 -10.557 0.221 -0.3 -0.4 0.4
H 23.743 -8.862 0.191 0.4 0.2 0.0
H 24.411 -10.334 2.446 -0.1 0.0 0.6
C 31.158 -7.055 2.776 -0.7 0.2 -0.7
O 30.624 -7.474 3.999 0.1 -0.5 1.0
H 31.136 -5.965 2.766 0.3 0.1 -0.4
H 32.151 -7.448 2.560 0.0 0.0 0.1
H 30.446 -7.451 2.051 0.3 0.2 -0.4
H 31.274 -7.275 4.676 -0.2 -0.1 0.3
C 29.125 -4.038 1.468 1.1 1.0 -0.4
O 27.939 -3.265 1.462 -0.4 -0.4 0.2
H 29.917 -3.361 1.786 0.4 -0.3 0.2
H 29.118 -4.891 2.146 -0.7 0.2 0.0
H 29.399 -4.351 0.460 -0.2 -0.4 -0.1
H 28.068 -2.433 1.001 0.2 -0.1 0.0
C 25.077 -8.344 5.908 1.7 -0.6 -1.2
O 26.456 -8.555 6.396 -2.4 0.4 1.0
H 24.872 -9.157 5.212 -0.4 -0.4 0.1
H 24.266 -8.316 6.635 0.7 0.1 0.4
H 25.048 -7.490 5.231 -0.2 0.5 0.5
H 26.998 -8.633 5.608 0.3 0.0 -0.3
C 28.300 -12.166 4.710 1.8 -0.5 0.8
O 29.194 -13.202 4.185 -1.4 0.2 -0.6
H 27.991 -11.367 4.037 0.2 -0.2 -0.4
H 27.425 -12.596 5.198 0.2 -0.3 -0.3
H 28.964 -11.776 5.481 -0.8 0.8 0.4
H 29.975 -12.756 3.851 0.0 0.1 0.0
C 25.364 -3.586 3.323 -0.1 0.0 1.7
O 25.519 -4.093 2.069 -0.6 -0.7 -1.7
H 24.384 -3.866 3.710 -0.1 0.2 -0.1
H 26.086 -4.056 3.991 0.2 0.1 0.5
H 25.497 -2.506 3.380 -0.1 0.2 0.0
H 26.410 -3.880 1.782 0.3 0.1 -0.3
C 28.621 -10.015 0.844 -0.5 0.1 0.5
O 29.905 -10.489 0.588 1.1 -0.1 -0.5
H 28.719 -8.935 0.957 -0.2 0.0 0.1
H 27.876 -10.199 0.071 0.2 -0.1 -0.3
H 28.257 -10.469 1.766 -0.3 0.2 0.2
H 29.915 -11.373 0.214 -0.3 0.0 0.1
C 30.174 -9.052 7.022 -0.7 -0.6 -0.6
O 31.174 -9.625 7.815 0.6 0.0 0.6
H 30.449 -8.092 6.586 0.1 0.1 0.0
H 30.014 -9.789 6.235 0.0 0.3 -0.3
H 29.205 -8.966 7.514 0.0 0.2 0.3
H 31.360 -9.052 8.562 0.0 0.0 0.1
```
Positions in Å, forces in eV/Å.

The value obtained for the lowest unoccupied orbital energy is 0.17 eV. For the calculated total energy, the calculation gives -1272.89126 Ha. Its SMILES is CO.CO.CO.CO.CO.CO.CO.CO.CO.CO.CO. For the HOMO energy, the calculation gives -0.33906 hartree. The value obtained for the largest force on an atom is 2.7 eV Å⁻¹.